(1)
An isolated ion of composition C8H13N2 and charge +1 in a non-equilibrium geometry, computed with ωB97M-V/def2-TZVPD.

Geometry as ORCA input:
```
! wB97M-V def2-TZVPD RIJCOSX def2/J DEFGRID3
* xyz 1 1
C 0.2393 1.8152 0.2082
C 0.0450 -0.2890 0.1257
C 0.4357 2.0327 -1.2127
C -0.1235 2.5376 1.2259
C -0.3084 0.9422 -1.8999
C -0.2526 -1.4702 -1.9995
C 0.1682 -1.0992 1.2172
C -0.1142 -2.5588 1.2380
N -0.1770 -0.3945 -1.2370
N 0.4264 -0.6130 2.4325
H 0.0812 2.9687 -1.5208
H 1.4085 1.9337 -1.6090
H -0.3483 3.6027 1.3037
H -0.2403 1.8623 2.0009
H -1.4020 1.3493 -1.9509
H -0.0321 0.7440 -3.0574
H -0.3079 -1.3840 -3.1284
H -0.1921 -2.3629 -1.4154
H -1.1840 -2.8596 1.0252
H 0.0959 -2.9004 2.2828
H 0.2991 -3.0570 0.3456
H 0.7688 0.3722 2.4945
H 0.7143 -1.1720 3.1307
*
```

Highest occupied orbital energy (alpha / beta) = -12.24 / -12.24 eV
Relative energy (zero: lowest compared OMol25 entry of this formula, charge and spin) = 5.873 eV
Gap between HOMO and LUMO (alpha / beta) = 7.785 / 7.783 eV

---

(2)
C8H13N2O3P as an isolated structure in a non-equilibrium geometry, computed with ωB97M-V/def2-TZVPD.

Geometry as ORCA input:
```
! wB97M-V def2-TZVPD RIJCOSX def2/J DEFGRID3
* xyz 0 1
C 0.6178 3.9086 -1.0617
C 1.3305 3.6579 0.0998
C -0.2555 2.9485 -1.5462
C 1.1848 2.4597 0.7668
C -0.4222 1.7542 -0.8767
C 0.2886 1.4889 0.2973
C 0.9809 -2.7154 2.5597
C -1.1297 -1.7192 -2.1037
N -0.1375 -2.4327 1.6771
N -1.1337 -2.0081 -0.6923
O 1.4752 -1.9926 -0.3977
O -2.3606 -1.7359 -0.0564
O 0.0866 0.4166 1.0338
P 0.2083 -1.6976 0.2457
H 0.7405 4.8445 -1.5850
H 2.0114 4.4030 0.4865
H -0.8183 3.1383 -2.4499
H 1.7265 2.2562 1.6784
H -1.1184 1.0105 -1.2343
H 1.2578 -1.8602 3.1780
H 0.7167 -3.5573 3.2015
H 1.8338 -2.9892 1.9403
H -0.1016 -1.8145 -2.4467
H -1.7597 -2.4505 -2.6162
H -1.4961 -0.7160 -2.3300
H -0.9252 -2.0053 2.1464
H -2.8010 -2.5924 0.0856
*
```

Highest occupied orbital energy = -7.68 eV
Relative energy (zero: lowest compared OMol25 entry of this formula, charge and spin) = 0.962 eV
Gap between HOMO and LUMO = 7.911 eV

---

(3)
A 2-piece molecular cluster, C8H13N3O2 overall in a non-equilibrium geometry, computed with ωB97M-V/def2-TZVPD.

Geometry as ORCA input:
```
! wB97M-V def2-TZVPD RIJCOSX def2/J DEFGRID3
* xyz 0 3
C 0.4609 2.0554 -0.9933
C -1.1244 0.5173 -1.2549
C 1.6911 2.4906 -0.8839
C -2.8718 -0.8530 1.0586
C 2.5749 -1.2640 1.8341
C -1.6950 -0.8353 -1.1340
C -1.6735 -1.3693 0.2670
C 2.2782 -1.5685 0.5877
N -0.8557 2.5846 -0.7606
N -1.8146 1.6050 -1.1112
N 2.7645 2.8471 -0.3205
O 0.1755 0.7191 -1.3481
O 3.1697 -1.3819 -0.3771
H -3.2283 0.1528 0.8618
H -3.7897 -1.3398 0.7504
H -2.6457 -1.0224 2.0801
H -1.0111 3.6189 -0.9592
H 2.0472 -1.3941 2.8113
H 3.5877 -0.7604 1.8947
H -2.7889 -0.6740 -1.3214
H -1.2606 -1.5627 -1.8859
H -1.6482 -2.4514 0.3469
H -0.8291 -0.8716 0.7063
H 1.3370 -1.9106 0.1342
H 3.3726 3.4563 -0.9825
H 3.7775 -0.7880 -0.0004
*
```

Highest occupied orbital energy (alpha / beta) = -5.70 / -8.92 eV
Relative energy (zero: lowest compared OMol25 entry of this formula, charge and spin) = 0.000 eV
Gap between HOMO and LUMO (alpha / beta) = 6.481 / 7.918 eV

---

(4)
A 2-piece molecular cluster, C8H13N3OS overall in a non-equilibrium geometry, computed with ωB97M-V/def2-TZVPD.

Geometry as ORCA input:
```
! wB97M-V def2-TZVPD RIJCOSX def2/J DEFGRID3
* xyz 0 1
C -3.6159 -0.9819 -0.7101
C -3.5296 0.9403 0.2856
C -2.3973 -1.0427 0.1800
C -0.5390 -2.7519 0.2178
C -1.4740 -1.8930 0.2405
C 1.8135 -0.5174 -1.1727
C 1.5978 -0.1929 1.2701
C 1.3863 0.2520 -0.1223
N -4.2658 0.3264 -0.5492
N -2.4995 0.2114 0.8891
N 2.0080 2.6696 -0.1033
O -0.1316 1.9104 1.2719
S 0.4760 1.8160 -0.1229
H -4.3764 -1.8482 -0.6059
H -3.6752 1.8879 0.7470
H 0.3231 -2.5800 -0.5205
H -0.5997 -3.6333 0.8188
H -3.3097 -0.9579 -1.7382
H 1.6338 -0.3479 -2.2906
H 2.4239 -1.4146 -0.9978
H 1.1159 0.6062 1.7853
H 1.3612 -1.2870 1.2648
H 2.6407 -0.2617 1.6146
H -1.7719 0.4580 1.4611
H 2.6477 2.6306 0.6137
H 1.7549 3.6511 -0.2387
*
```

Highest occupied orbital energy = -7.82 eV
Relative energy (zero: lowest compared OMol25 entry of this formula, charge and spin) = 4.830 eV
Gap between HOMO and LUMO = 8.223 eV

---

(5)
An isolated ion of composition C8H13N4 and charge +1 in a non-equilibrium geometry, computed with ωB97M-V/def2-TZVPD.

Geometry as ORCA input:
```
! wB97M-V def2-TZVPD RIJCOSX def2/J DEFGRID3
* xyz 1 1
C -2.7189 0.3239 -0.3293
N -1.3400 0.6901 -0.3015
C -1.1686 1.9822 0.4135
C -0.4184 -0.3186 0.2955
C -0.2521 -1.5912 -0.5435
C 0.9560 -2.4028 -0.1510
C 2.1505 -1.8037 0.0876
C 2.1928 -0.3750 0.2639
C 3.2291 0.5433 0.3119
N 2.6608 1.7784 0.3675
N 1.4183 1.6947 0.3984
N 1.1019 0.4095 0.3549
H -3.0018 -0.5960 -0.9296
H -3.1200 0.0100 0.6733
H -3.1887 1.3411 -0.5354
H -1.0332 0.9049 -1.2787
H -1.6160 1.9517 1.4078
H -0.1400 2.2395 0.3451
H -1.6254 2.8404 -0.1573
H -0.7844 -0.6788 1.3120
H -0.1287 -1.2950 -1.6525
H -1.2321 -2.1747 -0.2934
H 0.9056 -3.4578 -0.4185
H 2.9260 -2.3638 0.3989
H 4.2272 0.3479 -0.0397
*
```

SMILES string = C[NH+](C)[C@H]1CC=Cc2cnnn21
Highest occupied orbital energy = -12.65 eV
Relative energy (zero: lowest compared OMol25 entry of this formula, charge and spin) = 4.547 eV
Gap between HOMO and LUMO = 9.386 eV

---

(6)
An isolated ion of composition C8H13N4O2 and charge +1 in a non-equilibrium geometry, computed with ωB97M-V/def2-TZVPD.

Geometry as ORCA input:
```
! wB97M-V def2-TZVPD RIJCOSX def2/J DEFGRID3
* xyz 1 1
C 0.0708 -2.5303 2.3316
C 0.1944 -1.5481 1.2646
C 0.0047 -0.1949 1.5205
C 0.2883 0.8531 0.4313
C 1.2961 0.2499 -0.5528
N 1.6467 1.3519 -1.5962
O 1.8092 0.9742 -2.7152
O 1.7157 2.4555 -1.0798
C 0.6103 -0.9909 -1.1060
N 0.4103 -2.0192 -0.0408
N -0.6245 -0.5764 -1.7092
C -1.2460 0.5706 -1.3236
N -0.8847 1.2859 -0.2861
C -1.6550 2.5643 0.0060
H -0.5935 -3.2973 2.0555
H -0.3395 -1.9858 3.2072
H 1.0392 -2.9753 2.6069
H -0.4372 0.1319 2.5038
H 0.7268 1.7096 0.9007
H 2.3833 0.0722 -0.0806
H 1.2032 -1.3357 -2.0219
H 1.1101 -2.7856 -0.1016
H -0.9417 -1.0885 -2.5818
H -2.2431 0.7619 -1.8484
H -2.5656 2.3219 -0.4757
H -1.9068 2.5230 1.0715
H -1.0716 3.5023 -0.3800
*
```

SMILES string = CC1=C[C@H]2[C@H]([N+](=O)[O-])[C@@H](N1)[NH+]=CN2C
Highest occupied orbital energy = -12.39 eV
Relative energy (zero: lowest compared OMol25 entry of this formula, charge and spin) = 2.996 eV
Gap between HOMO and LUMO = 8.975 eV

---

(7)
One molecule with the formula C8H13N5 in a non-equilibrium geometry, computed with ωB97M-V/def2-TZVPD.

Geometry as ORCA input:
```
! wB97M-V def2-TZVPD RIJCOSX def2/J DEFGRID3
* xyz 0 1
C -4.1681 -0.5196 0.1008
N -2.8691 0.0633 -0.0629
N -2.5564 1.1830 0.5323
N -1.2946 1.5020 0.1852
C -0.9346 0.4809 -0.5500
C 0.4401 0.1929 -1.0698
C 1.4815 1.3862 -0.8039
N 2.5364 0.7404 0.0016
C 1.9833 0.4590 1.3333
C 1.0221 -0.8220 1.1745
C 1.1235 -1.0004 -0.3156
C 2.5972 -0.6343 -0.6361
N -1.8438 -0.4699 -0.7781
H -3.9463 -1.5994 0.0063
H -4.9063 -0.1906 -0.6232
H -4.4954 -0.1833 1.1064
H 0.2909 -0.2639 -2.0481
H 1.0425 2.2983 -0.2422
H 1.8358 1.8436 -1.7139
H 2.8168 0.3080 2.0307
H 1.3719 1.3729 1.6343
H 0.0523 -0.7379 1.5452
H 1.5271 -1.6920 1.6288
H 0.8191 -2.0086 -0.6599
H 3.3166 -1.1941 -0.0621
H 2.7574 -0.5145 -1.7132
*
```

SMILES string = Cn1nnc([C@H]2CN3CC[C@@H]2C3)n1
Highest occupied orbital energy = -8.81 eV
Relative energy (zero: lowest compared OMol25 entry of this formula, charge and spin) = 1.755 eV
Gap between HOMO and LUMO = 9.683 eV

---

(8)
C8H13NNbO2 as an isolated structure in a non-equilibrium geometry, computed with ωB97M-V/def2-TZVPD.

Geometry as ORCA input:
```
! wB97M-V def2-TZVPD RIJCOSX def2/J DEFGRID3
* xyz -1 1
O 3.8988 1.4169 1.3172
C 3.6561 1.3762 0.0862
O 3.2782 0.1391 -0.5395
C 1.9334 -0.1303 0.0046
C 1.3395 -1.4672 -0.6768
Nb -0.5400 -2.2779 0.3181
C -1.4587 -0.2063 0.0876
C -2.1285 0.3432 -1.1898
C -2.6808 1.7504 -1.2074
N -2.6825 2.7742 -0.2259
C -2.0644 2.2284 0.9277
C -1.4753 0.8628 1.2011
H 3.7822 2.3295 -0.5231
H 1.9693 -0.3024 1.1291
H 1.2065 0.7279 -0.2042
H 1.1424 -1.2740 -1.7891
H 2.1690 -2.2655 -0.5703
H 0.1038 -1.8300 1.9672
H -2.0556 -2.9125 1.0980
H -1.2230 -2.7154 -1.3172
H 0.2463 -3.9276 0.3951
H -2.2087 -0.3140 -2.1161
H -3.1692 2.0754 -2.2006
H -1.9989 2.9767 1.8028
H -1.0397 0.6227 2.2252
*
```

Highest occupied orbital energy = -5.26 eV
Relative energy (zero: lowest compared OMol25 entry of this formula, charge and spin) = 3.420 eV
Gap between HOMO and LUMO = 7.108 eV

---

(9)
A 2-piece molecular cluster, C8H13NO overall in a non-equilibrium geometry, computed with ωB97M-V/def2-TZVPD.

Geometry as ORCA input:
```
! wB97M-V def2-TZVPD RIJCOSX def2/J DEFGRID3
* xyz 0 1
C -0.3423 -1.8773 -1.8060
O 0.4429 -0.8907 -1.1785
C 0.2610 -0.8014 0.1468
C 1.2582 -0.2540 0.8189
C 2.2732 0.6497 0.1173
C 1.1446 -0.1710 2.2607
H -0.7563 -1.4811 -2.7039
H -1.1427 -2.3476 -1.2405
H 0.2075 -2.7789 -2.0890
H -0.5828 -1.4635 0.6059
H 3.1790 0.5518 0.6270
H 2.4183 0.2082 -0.8181
H 1.8357 1.6989 -0.0027
H 0.2021 -0.3503 2.8132
H 1.3823 0.7479 2.7669
H 1.8874 -0.8667 2.7670
C -1.5885 2.2418 0.8081
C -1.7979 1.3117 -0.1433
C -2.2052 0.6871 -1.1726
N -2.8670 0.1348 -2.0731
H -2.3595 2.6415 1.4042
H -0.5619 2.3880 0.9413
H -2.2880 0.0210 -2.8498
*
```

SMILES string = COC=C(C)C.C=C=C=N
Highest occupied orbital energy = -8.07 eV
Relative energy (zero: lowest compared OMol25 entry of this formula, charge and spin) = 5.489 eV
Gap between HOMO and LUMO = 7.815 eV

---

(10)
One molecule with the formula C8H13NO2 in a non-equilibrium geometry, computed with ωB97M-V/def2-TZVPD.

Geometry as ORCA input:
```
! wB97M-V def2-TZVPD RIJCOSX def2/J DEFGRID3
* xyz 0 1
C -0.9423 1.9610 1.9041
C 0.9827 1.6109 -1.1490
C 1.7244 0.6119 -0.1541
C -1.1754 -1.0789 -1.1226
C -0.6348 -1.3195 0.4121
C -0.2886 0.9574 -1.5772
C -0.2613 -0.1143 1.1289
C 0.3682 -2.4693 0.4538
N -1.2081 0.7513 1.4831
O -0.2381 -0.3764 -1.9079
O 1.1121 0.3990 1.0930
H -1.7063 2.5035 2.2465
H -0.0301 2.3686 1.9632
H 0.7046 2.6034 -0.7781
H 1.7659 1.8351 -1.9560
H 1.7198 -0.3317 -0.6329
H 2.6900 0.9115 0.1643
H -1.1976 -2.0160 -1.5672
H -2.1150 -0.4850 -1.1405
H -1.6068 -1.5395 0.8183
H -1.2136 1.3306 -1.1970
H 0.8310 -2.4746 -0.4767
H -0.2054 -3.3993 0.6484
H 0.9248 -2.2398 1.3435
*
```

Highest occupied orbital energy (alpha / beta) = -7.57 / -7.33 eV
Relative energy (zero: lowest compared OMol25 entry of this formula, charge and spin) = 5.764 eV
Gap between HOMO and LUMO (alpha / beta) = 8.270 / 7.057 eV

---

(11)
One molecule with the formula C8H13PS in a non-equilibrium geometry, computed with ωB97M-V/def2-TZVPD.

Geometry as ORCA input:
```
! wB97M-V def2-TZVPD RIJCOSX def2/J DEFGRID3
* xyz 0 1
C 2.1883 0.8664 -0.2301
C 1.3353 1.7465 0.2335
C -0.1700 1.4723 0.6740
C -1.1105 2.5263 0.1761
C -0.5757 0.4150 1.2848
C -2.0936 0.1775 1.5359
P 0.4940 -0.8609 2.0137
C 0.6886 -1.9532 0.7004
S -0.0682 -1.8134 -0.8556
C 1.0272 -2.8516 -1.8283
H 2.0259 -0.1138 -0.6713
H 3.0768 1.3420 -0.4871
H 1.5006 2.7549 0.2211
H -1.4625 2.0906 -0.7650
H -0.5743 3.3604 -0.0544
H -2.0119 2.6446 0.8044
H -2.6753 0.0209 0.5361
H -2.4353 0.9812 2.0510
H -2.2413 -0.7217 2.0331
H 1.2646 -2.8352 0.8576
H 0.6375 -3.4307 -2.6542
H 1.3567 -3.6261 -1.2168
H 1.6965 -2.1094 -2.2742
*
```

SMILES string = C=C/C(C)=C(C)\P=C/SC
Highest occupied orbital energy = -7.78 eV
Relative energy (zero: lowest compared OMol25 entry of this formula, charge and spin) = 2.313 eV
Gap between HOMO and LUMO = 8.185 eV

---

(12)
One molecule with the formula C8H14 in a non-equilibrium geometry, computed with ωB97M-V/def2-TZVPD.

Geometry as ORCA input:
```
! wB97M-V def2-TZVPD RIJCOSX def2/J DEFGRID3
* xyz 0 1
C 0.9983 1.1473 -2.5118
C -0.3468 1.6875 -2.2422
C -1.1280 0.8850 -1.0196
C -0.0966 1.0095 0.1189
C -0.5273 0.7471 1.5060
C 0.3483 -3.0173 1.7316
C 0.7456 -1.4715 1.9658
C 0.0415 -0.5945 1.0065
H 1.5199 1.7697 -3.2317
H 1.5205 1.0878 -1.5696
H 0.9787 0.0724 -2.8677
H -0.5004 2.7036 -1.9189
H -0.9976 1.6170 -3.1721
H -2.1015 1.3939 -0.8521
H -1.2727 -0.1661 -1.2873
H 0.2459 1.0744 2.3041
H -1.5573 0.6254 1.8052
H 0.7822 -3.6621 2.4817
H -0.7006 -3.1091 1.7921
H 0.7080 -3.3116 0.7287
H 1.8179 -1.2785 2.0608
H -0.6529 -1.1750 0.3949
*
```

Highest occupied orbital energy = -7.46 eV
Relative energy (zero: lowest compared OMol25 entry of this formula, charge and spin) = 6.968 eV
Gap between HOMO and LUMO = 6.622 eV

---

> Among the records above, which one has the highest relative energy (zero: lowest compared OMol25 entry of this formula, charge and spin)?

C8H14